a:
{"formula": "C5H11NO", "method": "ωB97M-V/def2-TZVPD", "homo_energy_ev": [-7.6, -7.6], "total_charge": 0, "symbols": ["C", "C", "C", "H", "H", "H", "H", "H", "H", "H", "H", "C", "C", "N", "O", "H", "H", "H"], "xyz": [[-0.947, -0.122, 0.073], [-1.169, 0.264, -1.355], [-1.344, 0.824, 1.159], [-1.262, -1.140, 0.282], [0.804, 1.078, -0.172], [-0.555, -0.343, -2.023], [-1.130, 1.861, 0.903], [-0.954, 1.316, -1.536], [-2.218, 0.071, -1.615], [-0.835, 0.583, 2.093], [-2.419, 0.716, 1.351], [1.710, 0.563, 0.326], [1.487, -1.826, -0.164], [0.935, -0.828, 0.373], [2.824, 0.566, -0.249], [1.626, 0.919, 1.381], [2.464, -1.710, -0.636], [0.982, -2.790, -0.192]]}

b:
{"formula": "C5H11NO", "method": "ωB97M-V/def2-TZVPD", "homo_energy_ev": -7.2, "total_charge": 0, "smiles": "C/C=C(\\[O-])[NH+](C)C", "symbols": ["C", "C", "C", "O", "N", "C", "C", "H", "H", "H", "H", "H", "H", "H", "H", "H", "H", "H"], "xyz": [[-1.726, -2.364, 0.015], [-0.928, -1.170, -0.429], [-0.156, -0.493, 0.449], [0.174, -0.495, 1.629], [0.569, 0.811, -0.341], [2.020, 0.747, -0.103], [-0.037, 2.036, 0.207], [-1.608, -2.503, 1.094], [-1.404, -3.292, -0.478], [-2.799, -2.246, -0.191], [-0.982, -0.859, -1.469], [0.369, 0.732, -1.335], [2.512, 1.665, -0.439], [2.420, -0.119, -0.633], [2.153, 0.602, 0.971], [-1.098, 2.035, -0.054], [0.067, 1.981, 1.292], [0.455, 2.932, -0.184]]}

c:
{"formula": "C5H11NO", "method": "ωB97M-V/def2-TZVPD", "homo_energy_ev": -8.6, "total_charge": 0, "smiles": "CN[C@H](C)CC=O", "symbols": ["C", "N", "C", "C", "C", "C", "O", "H", "H", "H", "H", "H", "H", "H", "H", "H", "H", "H"], "xyz": [[0.936, 1.685, -1.026], [-0.079, 0.677, -1.217], [-0.165, -0.592, -0.562], [-0.834, -1.710, -1.458], [-0.842, -0.556, 0.812], [-0.027, 0.421, 1.660], [0.955, 0.084, 2.292], [0.936, 2.334, -1.913], [1.962, 1.291, -1.144], [0.694, 2.259, -0.115], [-0.375, 0.607, -2.176], [0.908, -0.916, -0.446], [-1.486, -2.288, -0.815], [-1.274, -1.345, -2.399], [-0.066, -2.461, -1.693], [-1.938, -0.394, 0.807], [-0.755, -1.536, 1.295], [-0.510, 1.264, 2.193]]}

d:
{"formula": "C5H11NO", "method": "ωB97M-V/def2-TZVPD", "homo_energy_ev": [-7.0, -7.0], "total_charge": 0, "symbols": ["C", "C", "C", "N", "C", "C", "O", "H", "H", "H", "H", "H", "H", "H", "H", "H", "H", "H"], "xyz": [[1.151, -0.307, -1.857], [1.349, -0.605, -0.407], [0.779, 0.013, 1.796], [0.447, -0.435, 0.548], [-0.994, -0.600, 0.293], [-1.693, 0.746, 0.108], [-1.705, 1.509, 1.280], [0.122, -0.427, -2.209], [1.800, -0.940, -2.473], [1.438, 0.737, -2.063], [2.368, -0.669, -0.037], [1.814, 0.321, 1.905], [0.275, -0.447, 2.639], [-1.129, -1.254, -0.572], [-1.411, -1.096, 1.175], [-1.220, 1.282, -0.731], [-2.736, 0.558, -0.170], [-0.797, 1.449, 1.647]]}

The most stable arrangement is b, and the next structure is 8.5 kcal/mol less stable.

a:
{"formula": "C5H11NO", "method": "ωB97M-V/def2-TZVPD", "homo_energy_ev": [-6.3, -6.3], "total_charge": 0, "symbols": ["C", "C", "C", "C", "C", "N", "O", "H", "H", "H", "H", "H", "H", "H", "H", "H", "H", "H"], "xyz": [[-0.397, 0.409, -0.423], [-0.599, -0.097, 0.871], [2.800, -0.015, -0.136], [-2.637, -0.275, 0.530], [1.625, 0.717, 0.496], [-0.313, -0.359, -1.544], [1.784, 1.647, 1.240], [-0.658, 1.446, -0.609], [-0.734, -0.017, -2.391], [-0.225, -1.359, -1.439], [-0.638, 0.609, 1.684], [-0.346, -1.128, 1.078], [2.716, -1.077, 0.106], [2.726, 0.071, -1.222], [3.759, 0.385, 0.205], [-2.792, -1.172, -0.066], [-3.078, 0.607, 0.069], [-2.992, -0.394, 1.550]]}

b:
{"formula": "C5H11NO", "method": "ωB97M-V/def2-TZVPD", "homo_energy_ev": -9.4, "total_charge": 0, "smiles": "CCN(C)C(C)=O", "symbols": ["C", "C", "N", "C", "C", "C", "O", "H", "H", "H", "H", "H", "H", "H", "H", "H", "H", "H"], "xyz": [[2.262, -0.451, 0.646], [1.452, -0.069, -0.603], [0.057, 0.441, -0.173], [-0.068, 1.843, -0.087], [-0.904, -0.476, -0.079], [-2.283, -0.008, 0.225], [-0.697, -1.715, -0.135], [2.414, 0.515, 1.117], [3.175, -0.608, 0.387], [1.905, -1.297, 0.921], [1.267, -1.104, -1.293], [2.168, 0.605, -1.098], [-1.060, 2.134, 0.544], [-0.075, 2.539, -0.885], [0.591, 2.318, 0.738], [-2.492, 0.742, -0.369], [-3.051, -0.959, 0.285], [-2.426, 0.710, 1.326]]}

The most stable arrangement is b, and the next structure is 22.5 kcal/mol less stable.

a:
{"formula": "C5H11NO", "method": "ωB97M-V/def2-TZVPD", "homo_energy_ev": -9.0, "total_charge": 0, "symbols": ["C", "C", "C", "N", "O", "H", "H", "H", "H", "H", "H", "H", "C", "C", "H", "H", "H", "H"], "xyz": [[-1.077, -0.738, 0.149], [-0.056, -1.597, 0.879], [-0.785, -0.103, -1.372], [0.444, -0.356, -1.752], [-1.660, 0.614, -1.822], [0.644, -0.060, -2.700], [1.221, 0.237, -0.707], [-1.740, -0.143, 0.773], [-1.781, -1.429, -0.330], [-0.562, -2.379, 1.447], [0.615, -2.093, 0.177], [0.547, -1.061, 1.611], [0.031, 1.509, 0.759], [1.335, 1.269, 0.317], [2.076, 1.085, 1.089], [-0.279, 1.254, 1.762], [-0.689, 2.013, 0.131], [1.717, 1.981, -0.408]]}

b:
{"formula": "C5H11NO", "method": "ωB97M-V/def2-TZVPD", "homo_energy_ev": -7.6, "total_charge": 0, "symbols": ["C", "C", "C", "C", "C", "N", "O", "H", "H", "H", "H", "H", "H", "H", "H", "H", "H", "H"], "xyz": [[2.063, -0.874, 0.641], [-0.500, -1.516, -0.592], [-1.730, 0.596, 0.533], [-0.516, 1.018, -0.949], [-0.124, -0.106, -0.263], [0.052, 2.241, -0.768], [1.228, 0.167, 0.138], [-0.243, 3.031, -1.313], [0.652, 2.551, -0.013], [1.549, -1.432, 1.430], [2.357, -1.564, -0.156], [2.950, -0.409, 1.065], [0.266, -1.973, -1.223], [-1.422, -1.522, -1.168], [-0.593, -2.134, 0.306], [-1.334, 0.399, 1.536], [-2.115, 1.609, 0.517], [-2.538, -0.082, 0.280]]}

The most stable arrangement is a, and the next structure is 14.7 kcal/mol less stable.

a:
{"formula": "C4H8O2", "method": "ωB97M-V/def2-TZVPD", "homo_energy_ev": -9.7, "total_charge": 0, "smiles": "CCOCC=O", "symbols": ["C", "C", "O", "C", "C", "O", "H", "H", "H", "H", "H", "H", "H", "H"], "xyz": [[-0.472, 1.346, -0.647], [0.010, 0.067, -1.335], [0.962, -0.663, -0.575], [0.422, -1.294, 0.554], [0.216, -0.351, 1.728], [-0.660, -0.490, 2.545], [0.353, 1.781, -0.075], [-1.316, 1.171, 0.031], [-0.786, 2.091, -1.385], [-0.842, -0.590, -1.574], [0.528, 0.302, -2.270], [1.158, -2.041, 0.882], [-0.525, -1.809, 0.335], [0.953, 0.480, 1.786]]}

b:
{"formula": "C4H8O2", "method": "ωB97M-V/def2-TZVPD", "homo_energy_ev": -9.6, "total_charge": 0, "smiles": "O[C@H]1CCOC1", "symbols": ["O", "C", "C", "C", "O", "C", "H", "H", "H", "H", "H", "H", "H", "H"], "xyz": [[1.069, -0.726, -1.743], [0.527, 0.214, -0.803], [-0.913, -0.076, -0.468], [-1.019, 0.042, 1.048], [0.221, -0.428, 1.571], [1.128, 0.276, 0.757], [0.855, -1.630, -1.478], [0.742, 1.160, -1.302], [-1.171, -1.093, -0.766], [-1.572, 0.623, -0.967], [-1.835, -0.564, 1.429], [-1.161, 1.095, 1.331], [1.186, 1.330, 1.083], [1.943, -0.223, 0.311]]}

c:
{"formula": "C4H8O2", "method": "ωB97M-V/def2-TZVPD", "homo_energy_ev": -8.2, "total_charge": 0, "smiles": "CO/C=C/OC", "symbols": ["C", "O", "C", "C", "O", "C", "H", "H", "H", "H", "H", "H", "H", "H"], "xyz": [[2.413, 0.270, -0.365], [1.411, -0.150, -1.263], [0.128, -0.046, -0.809], [-0.259, 0.578, 0.307], [-1.518, 0.594, 0.833], [-2.352, -0.519, 0.595], [3.370, -0.026, -0.797], [2.400, 1.359, -0.222], [2.284, -0.216, 0.613], [-0.561, -0.561, -1.472], [0.419, 1.155, 0.926], [-1.768, -1.399, 0.303], [-2.872, -0.733, 1.532], [-3.095, -0.306, -0.182]]}

The most stable arrangement is a, and the next structure is 14.6 kcal/mol less stable.

a:
{"formula": "C4H8O2", "method": "ωB97M-V/def2-TZVPD", "homo_energy_ev": -9.5, "total_charge": 0, "smiles": "COCC(C)=O", "symbols": ["C", "O", "C", "C", "C", "O", "H", "H", "H", "H", "H", "H", "H", "H"], "xyz": [[-1.628, 0.691, -0.030], [-1.494, -0.668, 0.302], [-0.227, -1.068, 0.764], [0.998, -0.849, -0.135], [1.394, 0.531, -0.613], [1.703, -1.799, -0.400], [-1.160, 0.913, -0.996], [-2.698, 0.908, -0.096], [-1.180, 1.353, 0.726], [-0.010, -0.590, 1.735], [-0.290, -2.147, 0.902], [2.480, 0.553, -0.702], [1.054, 1.333, 0.045], [0.977, 0.717, -1.608]]}

b:
{"formula": "C4H8O2", "method": "ωB97M-V/def2-TZVPD", "homo_energy_ev": -9.1, "total_charge": 0, "symbols": ["C", "O", "C", "C", "C", "O", "H", "H", "H", "H", "H", "H", "H", "H"], "xyz": [[0.997, 0.731, -0.628], [1.381, -0.579, -0.350], [0.450, -1.182, 0.541], [-0.929, -0.762, 0.052], [-0.877, 0.750, -0.058], [-0.894, 1.467, 1.057], [0.895, 0.919, -1.700], [1.728, 1.460, -0.221], [0.234, 1.332, 0.336], [0.604, -0.821, 1.568], [0.619, -2.260, 0.505], [-1.717, -1.006, 0.773], [-1.147, -1.228, -0.915], [-1.345, 1.178, -0.961]]}

c:
{"formula": "C4H8O2", "method": "ωB97M-V/def2-TZVPD", "homo_energy_ev": -7.9, "total_charge": 0, "symbols": ["C", "O", "C", "C", "C", "O", "H", "H", "H", "H", "H", "H", "H", "H"], "xyz": [[1.426, -0.573, -0.841], [0.431, 0.062, -0.011], [-0.869, -0.396, -0.270], [0.772, -0.443, 1.671], [-1.838, 0.513, -0.328], [-1.659, 1.848, -0.258], [1.056, -0.633, -1.867], [1.629, -1.559, -0.414], [2.322, 0.048, -0.796], [-1.002, -1.471, -0.256], [1.530, 0.351, 1.843], [-0.152, 0.026, 2.071], [-2.880, 0.225, -0.414], [-0.708, 2.015, -0.175]]}

d:
{"formula": "C4H8O2", "method": "ωB97M-V/def2-TZVPD", "homo_energy_ev": [-7.5, -7.5], "total_charge": 0, "symbols": ["C", "O", "C", "C", "C", "O", "H", "H", "H", "H", "H", "H", "H", "H"], "xyz": [[-1.615, -0.068, -0.699], [-1.167, 0.956, -0.066], [-0.318, 0.902, 0.951], [0.569, -0.284, 1.146], [1.489, 0.375, 0.148], [1.434, 0.256, -1.070], [-1.487, -1.052, -0.272], [-0.218, -1.484, -1.918], [-2.233, 0.119, -1.562], [-0.183, 1.849, 1.441], [0.175, -1.263, 0.863], [0.975, -0.329, 2.160], [2.203, 1.077, 0.610], [0.376, -1.057, -1.731]]}

The most stable arrangement is a, and the next structure is 77.1 kcal/mol less stable.

a:
{"formula": "C4H8O2", "method": "ωB97M-V/def2-TZVPD", "homo_energy_ev": -10.1, "total_charge": 0, "smiles": "O[C@H]1C[C@@H](O)C1", "symbols": ["O", "C", "C", "C", "O", "C", "H", "H", "H", "H", "H", "H", "H", "H"], "xyz": [[2.212, 0.674, 0.184], [0.968, 0.199, 0.636], [-0.327, 0.962, 0.258], [-0.997, -0.399, -0.039], [-1.660, -0.534, -1.275], [0.384, -1.069, -0.022], [2.139, 0.791, -0.772], [1.072, 0.121, 1.723], [-0.197, 1.530, -0.671], [-0.785, 1.603, 1.019], [-1.629, -0.741, 0.793], [-2.416, 0.068, -1.271], [0.743, -1.175, -1.052], [0.493, -2.030, 0.488]]}

b:
{"formula": "C4H8O2", "method": "ωB97M-V/def2-TZVPD", "homo_energy_ev": -10.0, "total_charge": 0, "smiles": "C=C(C)C=O.O", "symbols": ["C", "C", "C", "C", "O", "H", "H", "H", "H", "H", "H", "O", "H", "H"], "xyz": [[0.850, 0.159, -1.082], [-0.441, 0.123, -0.746], [-0.980, -0.404, 0.553], [-1.433, 0.649, -1.718], [-2.626, 0.686, -1.509], [1.635, -0.170, -0.402], [1.155, 0.554, -2.050], [-1.632, 0.332, 1.035], [-0.169, -0.666, 1.241], [-1.591, -1.296, 0.381], [-1.009, 1.031, -2.674], [2.489, -0.262, 1.691], [1.796, 0.348, 1.977], [2.155, -1.138, 1.925]]}

The most stable arrangement is b, and the next structure is 3.2 kcal/mol less stable.

a:
{"formula": "C4H8O2", "method": "ωB97M-V/def2-TZVPD", "homo_energy_ev": -10.0, "total_charge": 0, "symbols": ["C", "C", "C", "C", "O", "O", "H", "H", "H", "H", "H", "H", "H", "H"], "xyz": [[-0.121, -1.016, 1.134], [-0.100, -1.162, -0.395], [0.096, 0.164, 0.220], [1.168, 1.162, -0.164], [-1.198, -1.625, -1.146], [-1.597, 0.980, 0.302], [-0.958, -0.885, 1.892], [0.755, -1.481, 1.513], [0.911, -1.557, -0.856], [0.599, 2.172, -0.156], [1.467, 1.001, -1.185], [1.877, 1.277, 0.542], [-1.650, -0.800, -1.491], [-1.249, 1.772, -0.211]]}

b:
{"formula": "C4H8O2", "method": "ωB97M-V/def2-TZVPD", "homo_energy_ev": -8.6, "total_charge": 0, "smiles": "O/C=C\\CCO", "symbols": ["O", "C", "C", "C", "C", "O", "H", "H", "H", "H", "H", "H", "H", "H"], "xyz": [[-0.746, 1.910, -0.563], [-1.516, 0.950, -0.004], [-1.166, -0.296, 0.356], [0.068, -1.113, -0.008], [1.383, -0.387, -0.354], [1.482, 0.872, 0.315], [0.178, 1.656, -0.362], [-2.549, 1.270, 0.125], [-1.926, -0.893, 0.858], [0.264, -1.808, 0.816], [-0.220, -1.719, -0.876], [2.237, -0.992, -0.027], [1.483, -0.204, -1.433], [1.027, 0.756, 1.156]]}

The most stable arrangement is b, and the next structure is 64.1 kcal/mol less stable.

a:
{"formula": "C4H8O2", "method": "ωB97M-V/def2-TZVPD", "homo_energy_ev": -9.1, "total_charge": 0, "symbols": ["C", "C", "C", "O", "C", "O", "H", "H", "H", "H", "H", "H", "H", "H"], "xyz": [[-2.110, 0.209, 0.543], [0.922, -0.593, 1.048], [0.991, -1.242, -0.308], [1.331, -0.233, -1.262], [1.390, 0.976, -0.593], [1.173, 0.661, 0.823], [-3.113, -0.203, 0.685], [-2.110, 1.278, 0.779], [-1.805, 0.066, -0.500], [-1.413, -0.302, 1.201], [1.758, -2.027, -0.293], [0.024, -1.703, -0.556], [2.377, 1.450, -0.677], [0.586, 1.665, -0.890]]}

b:
{"formula": "C4H8O2", "method": "ωB97M-V/def2-TZVPD", "homo_energy_ev": -9.0, "total_charge": 0, "symbols": ["C", "C", "C", "O", "C", "O", "H", "H", "H", "H", "H", "H", "H", "H"], "xyz": [[-1.947, 0.163, 0.396], [0.584, -0.394, 1.124], [0.721, -1.161, -0.170], [0.916, -0.193, -1.201], [1.412, 0.925, -0.567], [0.979, 0.813, 0.828], [-2.710, -0.605, 0.273], [-2.374, 1.104, 0.744], [-1.429, 0.324, -0.557], [-1.258, -0.181, 1.183], [1.606, -1.800, -0.028], [-0.135, -1.790, -0.429], [2.509, 0.953, -0.521], [1.001, 1.838, -1.002]]}

The most stable arrangement is a, and the next structure is 5.4 kcal/mol less stable.